[1]
{"formula": "C21H53NO18S7", "method": "ωB97M-V with the def2-TZVPD basis set", "homo_lumo_gap_ev": 9.035, "elements": ["C", "C", "C", "N", "O", "S", "O", "O", "C", "C", "C", "S", "H", "H", "H", "H", "H", "H", "H", "H", "H", "H", "H", "H", "H", "O", "S", "O", "O", "C", "C", "C", "H", "H", "H", "H", "H", "H", "H", "H", "O", "S", "O", "O", "C", "C", "C", "H", "H", "H", "H", "H", "H", "H", "H", "O", "S", "O", "O", "C", "C", "C", "H", "H", "H", "H", "H", "H", "H", "H", "O", "S", "O", "O", "C", "C", "C", "H", "H", "H", "H", "H", "H", "H", "H", "O", "S", "O", "O", "C", "C", "C", "H", "H", "H", "H", "H", "H", "H", "H"], "xyz": [[12.90, -3.25, 2.25], [13.02, -3.52, 0.77], [13.66, -4.80, 0.37], [12.55, -2.69, -0.11], [11.15, -2.41, 0.22], [10.34, -3.51, -0.69], [10.40, -3.14, -2.08], [8.92, -2.96, -0.12], [7.83, -3.84, -0.43], [7.85, -5.20, 0.24], [7.62, -5.23, 1.78], [7.32, -3.62, 2.57], [12.44, -2.28, 2.42], [13.91, -3.26, 2.67], [12.27, -3.99, 2.74], [12.95, -5.59, 0.63], [13.88, -4.85, -0.69], [14.57, -4.98, 0.95], [7.86, -4.02, -1.51], [6.88, -3.35, -0.23], [8.77, -5.75, 0.03], [7.04, -5.77, -0.22], [8.48, -5.68, 2.26], [6.75, -5.84, 2.01], [8.37, -3.50, 3.39], [3.74, -1.97, -1.50], [3.88, -1.03, -0.43], [3.58, -1.39, 0.92], [3.10, 0.30, -0.81], [1.71, 0.18, -1.18], [0.80, -0.02, 0.02], [5.51, -0.34, -0.46], [1.59, -0.62, -1.91], [1.46, 1.12, -1.68], [0.98, -0.99, 0.49], [-0.24, 0.03, -0.29], [0.98, 0.74, 0.77], [5.74, -0.02, -1.47], [6.19, -1.12, -0.14], [5.54, 0.49, 0.23], [-2.85, -1.27, 3.19], [-3.06, -1.09, 1.79], [-2.35, -0.07, 1.07], [-4.62, -0.93, 1.52], [-5.34, 0.08, 2.27], [-5.09, 1.48, 1.75], [-2.85, -2.62, 0.95], [-5.08, 0.00, 3.32], [-6.39, -0.18, 2.16], [-4.06, 1.79, 1.91], [-5.75, 2.19, 2.25], [-5.27, 1.53, 0.67], [-3.42, -3.39, 1.48], [-1.79, -2.85, 0.98], [-3.19, -2.51, -0.07], [-7.52, 4.13, 2.47], [-7.41, 5.05, 3.56], [-7.72, 4.65, 4.90], [-8.23, 6.36, 3.20], [-9.62, 6.21, 2.82], [-10.52, 5.96, 4.01], [-5.81, 5.78, 3.54], [-9.72, 5.41, 2.08], [-9.90, 7.15, 2.34], [-10.31, 4.99, 4.47], [-11.56, 5.98, 3.70], [-10.35, 6.72, 4.78], [-5.59, 6.12, 2.54], [-5.10, 5.02, 3.85], [-5.80, 6.61, 4.25], [4.54, -2.86, -6.65], [5.05, -1.54, -6.80], [6.44, -1.33, -7.10], [4.66, -0.68, -5.53], [5.00, -1.21, -4.22], [6.48, -1.02, -3.92], [4.08, -0.65, -7.97], [4.71, -2.25, -4.14], [4.40, -0.65, -3.51], [7.10, -1.64, -4.58], [6.69, -1.31, -2.89], [6.78, 0.01, -4.08], [3.03, -0.78, -7.72], [4.29, -1.07, -8.95], [4.36, 0.40, -7.94], [-11.79, 3.71, 1.39], [-12.51, 4.06, 0.21], [-13.83, 4.61, 0.29], [-12.53, 2.81, -0.77], [-13.01, 1.55, -0.24], [-14.52, 1.51, -0.13], [-11.52, 5.11, -0.80], [-12.54, 1.35, 0.72], [-12.66, 0.79, -0.94], [-14.89, 2.20, 0.63], [-14.85, 0.50, 0.15], [-14.98, 1.78, -1.08], [-10.53, 4.67, -0.90], [-11.47, 6.07, -0.30], [-12.00, 5.21, -1.77]]}

[2]
{"formula": "C21H54B2Br2N6O8P4S", "method": "ωB97M-V with the def2-TZVPD basis set", "homo_lumo_gap_ev": 8.034, "elements": ["C", "C", "C", "Br", "C", "S", "C", "O", "O", "C", "B", "C", "O", "B", "C", "O", "C", "P", "O", "P", "O", "Br", "H", "H", "H", "H", "H", "H", "H", "H", "H", "H", "H", "H", "H", "H", "H", "H", "H", "H", "O", "P", "N", "C", "C", "N", "C", "C", "N", "C", "C", "H", "H", "H", "H", "H", "H", "H", "H", "H", "H", "H", "H", "H", "H", "H", "H", "H", "H", "O", "P", "N", "C", "C", "N", "C", "C", "N", "C", "C", "H", "H", "H", "H", "H", "H", "H", "H", "H", "H", "H", "H", "H", "H", "H", "H", "H", "H"], "xyz": [[1.20, 2.31, -0.42], [0.05, 2.13, 0.61], [-1.06, 3.18, 0.33], [-1.06, 4.43, 1.85], [-2.48, 2.58, 0.08], [-2.78, 1.53, 1.57], [-2.42, 1.64, -1.13], [-1.58, 0.83, -1.42], [-3.51, 1.79, -1.90], [-4.47, 2.71, -1.28], [-5.65, 1.73, -0.80], [-6.23, 1.47, 0.64], [-6.26, 1.06, -1.87], [-5.20, 3.39, -2.57], [-4.79, 3.07, -4.04], [-6.26, 4.26, -2.35], [-3.65, 3.59, -0.30], [-4.61, 4.35, 1.10], [-4.05, 5.64, 1.55], [-2.86, 5.18, -1.00], [-4.19, 6.03, -1.38], [-1.81, 4.54, -2.93], [1.61, 1.32, -0.60], [1.99, 2.95, -0.04], [0.82, 2.64, -1.39], [0.49, 2.33, 1.57], [-0.29, 1.11, 0.49], [-0.71, 3.79, -0.50], [-2.98, 2.43, 2.54], [-7.11, 0.83, 0.54], [-5.55, 0.96, 1.32], [-6.61, 2.40, 1.06], [-5.93, 0.16, -1.92], [-3.71, 2.96, -4.18], [-5.22, 2.13, -4.38], [-5.11, 3.87, -4.71], [-7.07, 3.74, -2.42], [-4.82, 3.40, 2.12], [-5.88, 4.57, 0.52], [-3.98, 6.96, -1.27], [2.27, 0.60, 2.63], [2.90, -0.62, 3.26], [1.43, -1.50, 3.48], [0.89, -2.00, 4.73], [0.63, -1.76, 2.30], [3.47, 0.10, 4.71], [3.26, -0.42, 6.05], [3.54, 1.55, 4.74], [3.86, -2.04, 3.57], [5.31, -1.79, 3.34], [3.53, -3.25, 2.80], [1.63, -2.55, 5.31], [0.08, -2.71, 4.54], [0.48, -1.19, 5.34], [1.01, -2.62, 1.73], [0.62, -0.90, 1.63], [-0.41, -1.96, 2.55], [2.27, -0.18, 6.43], [3.99, 0.01, 6.73], [3.41, -1.50, 6.10], [2.56, 2.01, 4.92], [3.95, 1.95, 3.81], [4.22, 1.87, 5.54], [5.52, -1.57, 2.29], [5.89, -2.65, 3.64], [5.65, -0.94, 3.93], [3.52, -3.07, 1.72], [2.57, -3.66, 3.09], [4.27, -4.03, 3.01], [0.77, -4.72, -2.25], [1.60, -3.49, -2.52], [0.38, -2.29, -2.63], [0.12, -1.39, -3.73], [-0.50, -2.17, -1.48], [2.25, -3.95, -4.04], [2.34, -3.10, -5.21], [2.07, -5.34, -4.45], [2.89, -2.33, -2.34], [4.18, -3.01, -2.03], [2.70, -1.28, -1.34], [1.03, -0.89, -4.09], [-0.56, -0.60, -3.43], [-0.35, -1.91, -4.58], [-0.04, -1.59, -0.67], [-0.76, -3.16, -1.08], [-1.44, -1.68, -1.74], [1.38, -3.03, -5.75], [3.08, -3.50, -5.91], [2.68, -2.10, -4.97], [1.06, -5.54, -4.83], [2.26, -6.02, -3.62], [2.79, -5.60, -5.23], [4.15, -3.50, -1.05], [4.99, -2.28, -2.03], [4.42, -3.76, -2.78], [2.44, -1.67, -0.35], [1.92, -0.58, -1.65], [3.61, -0.68, -1.24]]}

[3]
{"formula": "C21H54CrGeO3Si4Te", "method": "ωB97M-V with the def2-TZVPD basis set", "total_charge": 1, "homo_lumo_gap_ev": [6.446, 6.080], "spin_multiplicity": 2, "elements": ["Cr", "C", "C", "C", "C", "O", "Ge", "O", "C", "C", "C", "C", "O", "C", "C", "C", "C", "H", "H", "H", "H", "H", "H", "H", "H", "H", "H", "H", "H", "H", "H", "H", "H", "H", "H", "H", "H", "H", "H", "H", "H", "H", "H", "H", "C", "Si", "C", "C", "Si", "Te", "Si", "C", "C", "C", "Si", "C", "C", "C", "H", "H", "H", "H", "H", "H", "H", "H", "H", "H", "H", "H", "H", "H", "H", "H", "H", "H", "H", "H", "H", "H", "H", "H", "H", "H", "H"], "xyz": [[0.00, -0.13, -1.76], [-3.75, -0.90, -2.40], [-2.57, -1.84, -2.55], [-2.74, -2.72, -3.78], [-2.44, -2.71, -1.31], [-1.38, -1.01, -2.75], [-0.08, -1.15, -4.26], [1.02, -1.56, -2.78], [1.90, -2.71, -2.60], [3.17, -2.26, -1.89], [1.20, -3.78, -1.78], [2.25, -3.26, -3.98], [0.25, 0.64, -3.57], [1.48, 1.41, -3.58], [1.09, 2.87, -3.67], [2.19, 1.11, -2.26], [2.35, 1.01, -4.76], [-4.66, -1.46, -2.19], [-3.57, -0.20, -1.57], [-3.90, -0.31, -3.31], [-3.68, -3.26, -3.71], [-2.76, -2.13, -4.70], [-1.93, -3.46, -3.86], [-3.26, -3.42, -1.28], [-1.50, -3.26, -1.32], [-2.47, -2.10, -0.41], [2.92, -1.83, -0.91], [3.84, -3.11, -1.73], [3.71, -1.52, -2.48], [0.89, -3.39, -0.82], [0.32, -4.15, -2.31], [1.86, -4.63, -1.61], [2.71, -2.49, -4.60], [2.96, -4.08, -3.88], [1.36, -3.64, -4.49], [0.34, 3.12, -2.91], [1.96, 3.51, -3.53], [0.66, 3.09, -4.65], [1.48, 1.16, -1.40], [2.65, 0.14, -2.27], [2.93, 1.87, -2.01], [1.80, 1.12, -5.69], [3.24, 1.64, -4.81], [2.68, -0.03, -4.67], [-0.02, 3.72, 0.47], [-1.07, 2.93, 1.79], [-2.84, 2.86, 1.22], [-0.98, 3.95, 3.35], [-0.29, 0.82, 2.39], [0.19, -0.90, 0.61], [1.81, 0.93, 3.45], [1.63, 1.63, 5.17], [2.84, 2.08, 2.40], [2.61, -0.75, 3.55], [-1.78, -0.37, 3.77], [-1.05, -2.04, 4.20], [-2.15, 0.58, 5.33], [-3.35, -0.60, 2.78], [-0.45, 4.69, 0.19], [0.04, 3.11, -0.44], [1.00, 3.90, 0.82], [-3.14, 3.84, 0.83], [-3.51, 2.62, 2.05], [-3.00, 2.12, 0.43], [-1.40, 4.94, 3.15], [0.05, 4.09, 3.69], [-1.55, 3.50, 4.17], [1.11, 2.59, 5.17], [2.62, 1.78, 5.61], [1.08, 0.95, 5.82], [2.51, 3.11, 2.52], [2.76, 1.82, 1.34], [3.90, 2.04, 2.67], [2.01, -1.45, 4.14], [3.59, -0.67, 4.03], [2.75, -1.20, 2.56], [-0.27, -1.94, 4.95], [-0.63, -2.54, 3.33], [-1.83, -2.68, 4.61], [-1.25, 0.80, 5.90], [-2.81, -0.02, 5.95], [-2.65, 1.53, 5.12], [-3.13, -1.02, 1.79], [-3.86, 0.36, 2.63], [-4.05, -1.28, 3.28]]}

[4]
{"formula": "C21H54INO6P", "method": "ωB97M-V with the def2-TZVPD basis set", "total_charge": 1, "homo_lumo_gap_ev": 5.365, "elements": ["C", "O", "C", "C", "C", "N", "C", "I", "P", "O", "H", "H", "H", "H", "H", "H", "H", "H", "H", "H", "H", "H", "H", "H", "C", "C", "O", "C", "C", "H", "H", "H", "H", "H", "H", "H", "H", "H", "H", "C", "C", "O", "C", "C", "H", "H", "H", "H", "H", "H", "H", "H", "H", "H", "C", "C", "O", "C", "C", "H", "H", "H", "H", "H", "H", "H", "H", "H", "H", "C", "C", "O", "C", "C", "H", "H", "H", "H", "H", "H", "H", "H", "H", "H"], "xyz": [[-0.94, -2.04, -1.13], [-1.54, -1.37, -0.03], [-1.35, 0.04, -0.10], [-0.46, 0.45, 1.13], [-0.30, 1.99, 1.30], [1.03, 2.55, 0.86], [2.23, 1.88, 1.54], [1.06, 4.55, 1.56], [1.24, 2.67, -0.92], [2.64, 2.34, -1.38], [0.15, -2.24, -0.97], [-1.41, -3.04, -1.22], [-1.13, -1.55, -2.11], [-0.88, 0.28, -1.07], [-2.35, 0.49, -0.04], [-1.03, 0.10, 2.02], [0.49, -0.13, 1.14], [-0.37, 2.20, 2.39], [-1.12, 2.57, 0.84], [2.95, 2.66, 1.82], [2.73, 1.15, 0.88], [1.90, 1.39, 2.47], [0.31, 1.86, -1.63], [0.97, 4.02, -1.28], [4.03, -3.70, -2.39], [2.90, -4.45, -3.07], [1.72, -3.69, -3.23], [1.83, -2.51, -4.01], [2.25, -2.77, -5.45], [3.69, -3.29, -1.43], [4.87, -4.37, -2.21], [4.39, -2.87, -2.99], [2.62, -5.31, -2.46], [3.23, -4.85, -4.04], [2.51, -1.80, -3.53], [0.84, -2.05, -4.02], [3.26, -3.17, -5.51], [2.22, -1.85, -6.03], [1.58, -3.51, -5.92], [-0.28, -6.21, -4.46], [-0.42, -6.60, -3.00], [-1.73, -6.42, -2.49], [-2.75, -7.18, -3.12], [-2.56, -8.68, -3.01], [-0.63, -5.19, -4.62], [0.77, -6.28, -4.76], [-0.86, -6.87, -5.11], [0.23, -5.96, -2.40], [-0.09, -7.63, -2.83], [-2.87, -6.87, -4.16], [-3.68, -6.90, -2.61], [-1.67, -9.01, -3.56], [-3.42, -9.20, -3.42], [-2.42, -8.97, -1.96], [-2.50, 10.16, 1.09], [-1.28, 9.46, 1.65], [-1.38, 8.05, 1.65], [-1.54, 7.43, 0.39], [-0.38, 7.68, -0.56], [-3.40, 9.83, 1.60], [-2.41, 11.24, 1.20], [-2.63, 9.95, 0.02], [-1.15, 9.76, 2.69], [-0.37, 9.78, 1.12], [-2.49, 7.73, -0.07], [-1.61, 6.36, 0.58], [-0.30, 8.73, -0.84], [-0.50, 7.10, -1.47], [0.57, 7.40, -0.09], [0.48, -1.24, 6.97], [1.02, -0.14, 6.09], [0.17, 0.19, 5.00], [-1.12, 0.67, 5.33], [-1.11, 1.95, 6.14], [0.24, -2.13, 6.38], [1.21, -1.52, 7.73], [-0.44, -0.94, 7.49], [1.96, -0.46, 5.65], [1.25, 0.76, 6.68], [-1.70, -0.12, 5.84], [-1.63, 0.85, 4.38], [-0.68, 1.81, 7.13], [-2.13, 2.32, 6.28], [-0.52, 2.71, 5.63]]}

[5]
{"formula": "C21H54N8O8P4S", "method": "ωB97M-V with the def2-TZVPD basis set", "homo_lumo_gap_ev": 7.218, "elements": ["O", "P", "O", "P", "O", "O", "O", "C", "C", "C", "C", "C", "C", "C", "S", "C", "N", "N", "C", "O", "H", "H", "H", "H", "H", "H", "H", "H", "H", "H", "H", "H", "H", "H", "H", "H", "H", "H", "O", "P", "N", "C", "C", "N", "C", "C", "N", "C", "C", "H", "H", "H", "H", "H", "H", "H", "H", "H", "H", "H", "H", "H", "H", "H", "H", "H", "H", "O", "P", "N", "C", "C", "N", "C", "C", "N", "C", "C", "H", "H", "H", "H", "H", "H", "H", "H", "H", "H", "H", "H", "H", "H", "H", "H", "H", "H"], "xyz": [[5.76, 0.32, 1.43], [4.99, 1.02, 0.39], [4.07, 2.19, 1.12], [2.65, 1.64, 1.64], [2.38, 0.26, 1.23], [2.62, 1.71, 3.24], [1.58, 2.63, 1.01], [0.31, 2.63, 1.73], [-0.79, 2.61, 0.67], [-2.17, 3.06, 1.21], [-3.26, 2.15, 0.58], [-4.62, 2.22, 1.29], [-5.63, 3.20, 0.64], [-7.06, 2.84, 1.13], [-8.13, 2.39, -0.27], [-9.41, 1.53, 0.58], [-10.00, 1.90, 1.67], [-10.89, 0.93, 2.00], [-10.84, 0.01, 1.10], [-9.92, 0.36, 0.17], [4.23, 0.15, -0.40], [5.91, 1.65, -0.47], [2.95, 0.84, 3.51], [0.19, 1.74, 2.36], [0.30, 3.53, 2.36], [-0.83, 1.58, 0.31], [-0.50, 3.22, -0.20], [-2.21, 3.06, 2.30], [-2.32, 4.09, 0.87], [-3.30, 2.38, -0.49], [-2.88, 1.13, 0.67], [-4.55, 2.38, 2.37], [-5.09, 1.23, 1.17], [-5.54, 3.16, -0.45], [-5.36, 4.23, 0.92], [-7.49, 3.66, 1.70], [-6.98, 2.00, 1.82], [-11.41, -0.90, 1.07], [1.78, 0.38, -4.91], [3.15, 1.03, -4.88], [3.33, 1.37, -6.56], [3.82, 0.48, -7.59], [2.41, 2.37, -7.10], [4.02, -0.35, -4.25], [4.53, -1.41, -5.10], [3.36, -0.94, -3.09], [4.55, 2.04, -4.47], [4.20, 3.36, -3.92], [5.75, 2.11, -5.26], [4.18, 1.07, -8.45], [3.05, -0.22, -7.95], [4.68, -0.10, -7.28], [2.90, 3.34, -7.19], [1.54, 2.50, -6.45], [2.03, 2.08, -8.08], [3.78, -1.79, -5.81], [4.86, -2.26, -4.50], [5.42, -1.10, -5.65], [2.53, -1.60, -3.38], [2.95, -0.15, -2.45], [4.07, -1.51, -2.49], [3.91, 4.07, -4.70], [5.04, 3.78, -3.36], [3.37, 3.26, -3.22], [5.64, 2.74, -6.15], [6.10, 1.13, -5.56], [6.55, 2.54, -4.65], [-1.48, -3.99, 1.98], [-0.84, -3.32, 3.17], [0.72, -4.04, 3.09], [1.14, -5.31, 3.64], [1.52, -3.66, 1.92], [-1.94, -3.94, 4.38], [-1.76, -5.24, 5.01], [-3.34, -3.78, 3.99], [-0.28, -2.13, 4.37], [-0.04, -0.79, 3.81], [0.64, -2.42, 5.43], [2.22, -5.32, 3.77], [0.85, -6.16, 3.00], [0.74, -5.49, 4.64], [2.26, -2.90, 2.19], [0.89, -3.26, 1.12], [2.05, -4.52, 1.50], [-1.58, -6.04, 4.28], [-2.66, -5.51, 5.58], [-0.96, -5.23, 5.75], [-3.66, -4.56, 3.30], [-3.50, -2.81, 3.50], [-3.98, -3.80, 4.87], [0.93, -0.74, 3.28], [-0.05, -0.03, 4.59], [-0.82, -0.54, 3.09], [1.68, -2.47, 5.09], [0.39, -3.34, 5.95], [0.57, -1.62, 6.18]]}